An isolated ion of composition C4H4N2O4P and charge -1, computed with the ωB97M-V functional and the def2-TZVPD basis.

Each line ends with the Mulliken charge.
CARTESIAN COORDINATES (ANGSTROEM)
C 1.816 0.747 0.590  -0.25
C 2.556 -0.011 -0.324  -0.20
C -2.647 0.407 0.020  0.61
C 0.632 0.374 1.097  -0.36
N 1.106 -1.934 -0.126  -0.37
N -1.978 0.010 -1.186  -0.17
O -3.757 0.969 -0.045  -0.75
O -1.965 0.148 1.032  -0.53
O 2.204 -1.312 -0.550  -0.15
O -0.742 -0.675 -1.055  -0.30
P -0.303 -1.100 0.541  0.16
H 2.217 1.565 1.185  0.28
H 3.466 0.187 -0.941  0.39
H 0.010 1.065 1.647  0.42
H -2.616 -0.441 -1.886  0.22

Output
Net charge: -1
Energy relative to the best compared isomer or geometry (same formula, charge and spin) in kcal per mole: 105.04
Orbital gap (spin up / spin down) in eV: 7.22 / 7.01

An isolated molecule of C4H5N3O, computed with the ωB97M-V functional and the def2-TZVPD basis.

Each line ends with the Mulliken charge.
CARTESIAN COORDINATES (ANGSTROEM)
C -0.296 1.861 0.945  -0.59
C 0.762 0.961 0.208  0.48
O 1.750 1.225 -0.453  -0.56
N 0.497 -0.416 0.089  0.29
C 0.586 -1.383 -0.834  -0.20
C -0.391 -2.177 -0.778  -0.13
N -1.233 -1.573 0.058  -0.55
N -0.833 -0.531 0.535  -0.15
H -0.210 3.041 0.505  0.28
H 0.294 1.783 2.074  0.23
H -1.507 1.503 0.800  0.29
H 1.445 -1.228 -1.538  0.35
H -0.865 -3.066 -1.611  0.26

Output
Energy relative to the best compared isomer or geometry (same formula, charge and spin) in kcal per mole: 136.27
Orbital gap in eV: 10.39
SMILES: CC(=O)n1ccnn1

A 2-piece molecular cluster, C6H13FSi overall, computed with the ωB97M-V functional and the def2-TZVPD basis.

Each line ends with the Mulliken charge.
CARTESIAN COORDINATES (ANGSTROEM)
C -1.635 -1.635 1.292  -0.70
C -1.053 -0.446 1.175  -0.12
C 1.541 -2.399 -0.962  -0.51
C -0.218 2.862 0.765  -1.17
C 2.248 -1.067 -0.784  -0.87
C -1.010 2.221 -0.467  -0.63
F -1.556 -0.403 -1.613  -0.26
Si -0.736 0.372 -0.474  0.37
H -1.771 -2.062 2.283  0.26
H -1.903 -1.968 0.306  0.28
H -0.558 -0.100 2.117  0.22
H 0.893 -2.602 -0.093  0.16
H 0.704 -2.395 -1.869  0.17
H 2.399 -3.161 -1.161  0.29
H -0.516 3.918 0.926  0.33
H -0.373 2.307 1.619  0.38
H 0.791 2.961 0.381  0.32
H 2.567 -0.780 -1.734  0.33
H 2.867 -0.868 0.004  0.39
H -0.627 2.856 -1.251  0.34
H -2.055 2.389 -0.461  0.42

Output
Energy relative to the best compared isomer or geometry (same formula, charge and spin) in kcal per mole: 117.03
Orbital gap (spin up / spin down) in eV: 7.58 / 8.03

C62H47N2P3PdS3Si as an isolated structure, computed with the ωB97M-V functional and the def2-TZVPD basis.

Each line ends with the Löwdin spin population.
CARTESIAN COORDINATES (ANGSTROEM)
Pd -0.343 -0.452 0.396  0.87
C 5.493 -3.497 1.395  0.01
C 5.020 -3.109 2.639  0.00
C 3.937 -2.245 2.741  0.01
C 3.303 -1.780 1.593  0.03
C 3.789 -2.172 0.347  0.01
C 4.879 -3.019 0.246  0.00
P 1.935 -0.561 1.563  0.14
C 1.705 -0.118 3.312  0.02
C 1.285 -1.110 4.200  0.01
C 1.100 -0.819 5.540  0.00
C 1.330 0.468 6.011  0.01
C 1.728 1.461 5.133  0.00
C 1.899 1.176 3.785  0.01
C 2.878 0.863 0.872  0.01
C 4.080 1.234 1.475  0.00
C 4.821 2.289 0.980  0.01
C 4.372 2.978 -0.141  0.00
C 3.193 2.596 -0.757  0.01
C 2.420 1.533 -0.270  0.04
Si 0.849 0.882 -1.094  0.17
C 1.416 -0.246 -2.513  0.01
C 2.280 0.212 -3.514  0.00
C 2.636 -0.590 -4.584  0.00
C 2.117 -1.876 -4.688  0.00
C 1.267 -2.355 -3.709  0.00
C 0.935 -1.557 -2.608  0.01
P -0.135 -2.164 -1.255  0.13
C -1.525 -2.994 -2.101  0.02
C -1.868 -2.706 -3.420  0.01
C -2.950 -3.336 -4.018  0.00
C -3.712 -4.244 -3.299  0.01
C -3.386 -4.525 -1.979  0.00
C -2.299 -3.906 -1.384  0.01
C 0.698 -3.597 -0.471  0.02
C 0.466 -3.819 0.885  0.01
C 1.030 -4.913 1.526  0.00
C 1.826 -5.800 0.821  0.00
C 2.055 -5.591 -0.532  0.00
C 1.498 -4.496 -1.173  0.01
C -0.255 2.229 -1.821  0.04
C 0.223 3.225 -2.683  0.01
C -0.600 4.228 -3.165  0.00
C -1.941 4.251 -2.802  0.00
C -2.445 3.258 -1.984  0.00
C -1.619 2.247 -1.489  0.01
P -2.371 0.901 -0.473  0.15
C -3.893 0.607 -1.465  0.03
C -3.744 -0.182 -2.602  0.01
C -4.812 -0.423 -3.451  0.00
C -6.055 0.124 -3.166  0.01
C -6.216 0.912 -2.035  0.00
C -5.144 1.156 -1.189  0.01
C -3.042 1.777 0.979  0.02
C -2.687 3.082 1.305  0.01
C -3.288 3.723 2.381  0.00
C -4.244 3.066 3.140  0.01
C -4.583 1.754 2.838  0.00
C -3.979 1.110 1.772  0.01
H 6.342 -4.165 1.321  0.00
H 5.501 -3.468 3.539  0.00
H 3.591 -1.938 3.719  0.00
H 3.324 -1.788 -0.555  0.00
H 5.246 -3.310 -0.730  0.00
H 1.088 -2.111 3.835  0.00
H 0.766 -1.594 6.218  0.00
H 1.178 0.699 7.058  0.00
H 1.890 2.467 5.493  0.00
H 2.206 1.962 3.108  0.00
H 4.433 0.697 2.349  0.00
H 5.745 2.576 1.465  0.00
H 4.947 3.805 -0.536  0.00
H 2.872 3.143 -1.632  0.00
H 2.682 1.216 -3.456  0.00
H 3.305 -0.212 -5.346  0.00
H 2.374 -2.501 -5.533  0.00
H 0.845 -3.346 -3.812  0.00
H -1.284 -1.997 -3.992  0.00
H -3.198 -3.113 -5.048  0.00
H -4.560 -4.730 -3.764  0.00
H -3.979 -5.228 -1.410  0.00
H -2.052 -4.136 -0.355  0.00
H -0.143 -3.129 1.460  0.00
H 0.847 -5.062 2.583  0.00
H 2.274 -6.647 1.322  0.00
H 2.682 -6.275 -1.089  0.00
H 1.711 -4.342 -2.221  0.00
H 1.255 3.212 -3.003  0.00
H -0.202 4.986 -3.827  0.00
H -2.595 5.031 -3.169  0.00
H -3.498 3.267 -1.728  0.00
H -2.774 -0.612 -2.824  0.00
H -4.675 -1.044 -4.326  0.00
H -6.896 -0.065 -3.820  0.00
H -7.182 1.342 -1.807  0.00
H -5.290 1.774 -0.313  0.00
H -1.951 3.609 0.711  0.00
H -3.004 4.738 2.630  0.00
H -4.707 3.566 3.981  0.00
H -5.310 1.228 3.444  0.00
H -4.239 0.082 1.547  0.00
S -4.562 0.589 6.964  0.00
C -3.419 0.383 5.775  0.00
S -3.453 -1.014 4.750  0.00
C -2.124 -0.392 3.811  0.01
N -1.681 0.741 4.240  0.00
N -2.398 1.167 5.352  0.00
C -1.980 2.422 5.889  0.00
C -1.201 3.256 5.091  0.00
C -0.780 4.481 5.575  0.00
C -1.117 4.892 6.859  0.00
C -1.879 4.051 7.650  0.00
C -2.315 2.819 7.178  0.00
S -1.559 -1.295 2.464  0.06
H -0.930 2.930 4.100  0.00
H -0.180 5.119 4.938  0.00
H -0.786 5.850 7.234  0.00
H -2.149 4.346 8.657  0.00
H -2.908 2.179 7.809  0.00

Output
Spin multiplicity: 3
Energy relative to the best compared isomer or geometry (same formula, charge and spin) in kcal per mole: 0.00
Orbital gap (spin up / spin down) in eV: 5.92 / 5.64

A 7-piece molecular cluster, C45H45FN11O14 overall, computed with the ωB97M-V functional and the def2-TZVPD basis.

Each line ends with the Mulliken charge.
CARTESIAN COORDINATES (ANGSTROEM)
C 7.890 -2.579 1.996  -0.78
O 7.388 -1.265 1.902  -0.32
C 6.488 -1.062 0.838  -0.65
C 5.616 0.142 1.150  0.12
C 5.091 0.151 2.582  -1.19
C 4.052 -0.947 2.841  0.44
C 2.609 -0.519 2.499  -1.10
N 1.968 -1.437 1.545  0.32
C 1.704 -1.443 0.227  0.62
N 1.986 -0.465 -0.613  -0.14
N 1.127 -2.610 -0.154  -0.59
C 1.054 -3.323 0.912  0.41
O 0.546 -4.575 1.031  -0.33
C 1.466 -5.478 1.291  0.49
N 2.292 -6.251 1.481  -0.35
N 1.539 -2.671 1.957  0.15
F 1.645 -3.059 3.222  -0.15
H 7.094 -3.318 1.867  0.33
H 8.682 -2.764 1.268  0.28
H 8.308 -2.706 2.990  0.27
H 5.906 -1.968 0.630  0.32
H 7.039 -0.841 -0.081  0.49
H 6.220 1.034 0.999  0.29
H 4.808 0.200 0.416  -0.22
H 4.642 1.123 2.793  0.46
H 5.922 0.005 3.261  0.55
H 4.056 -1.279 3.871  -0.32
H 4.300 -1.796 2.203  0.37
H 2.570 0.471 2.053  0.62
H 1.981 -0.491 3.385  0.26
H 1.664 -0.537 -1.566  0.22
H 2.525 0.350 -0.374  0.19
C -2.174 -7.235 -1.397  -0.59
C -1.682 -7.339 -0.102  -0.13
C -1.635 -8.569 0.532  -0.49
C -2.084 -9.681 -0.152  0.14
C -2.582 -9.605 -1.438  -0.46
C -2.626 -8.367 -2.061  -0.37
N -2.022 -10.996 0.515  1.01
O -1.598 -11.025 1.653  -0.60
O -2.396 -11.961 -0.115  -0.59
H -2.206 -6.273 -1.890  0.38
H -1.336 -6.455 0.418  0.43
H -1.256 -8.665 1.539  0.45
H -2.928 -10.494 -1.943  0.46
H -3.013 -8.289 -3.068  0.38
C 4.132 -6.668 7.121  -0.44
C 5.287 -6.036 6.680  -0.51
C 5.282 -4.674 6.428  -0.39
C 4.108 -3.970 6.625  0.22
C 2.944 -4.579 7.061  -0.37
C 2.963 -5.941 7.308  -0.50
N 4.098 -2.523 6.367  1.05
O 5.123 -2.011 5.960  -0.61
O 3.059 -1.916 6.554  -0.62
H 4.143 -7.731 7.322  0.39
H 6.196 -6.604 6.537  0.39
H 6.173 -4.169 6.087  0.49
H 2.045 -4.000 7.210  0.47
H 2.065 -6.436 7.654  0.40
C -2.208 4.129 -2.327  -0.40
C -1.855 2.897 -1.792  -0.68
C -0.609 2.357 -2.062  -0.19
C 0.263 3.071 -2.866  0.07
C -0.071 4.298 -3.411  -0.33
C -1.322 4.826 -3.136  -0.60
N 1.592 2.519 -3.155  0.97
O 1.882 1.422 -2.691  -0.69
O 2.341 3.171 -3.838  -0.56
H -3.184 4.550 -2.121  0.55
H -2.552 2.355 -1.168  0.40
H -0.325 1.398 -1.658  0.47
H 0.628 4.830 -4.039  0.49
H -1.606 5.782 -3.554  0.45
C -7.237 5.850 0.267  -0.60
C -5.858 5.869 0.101  -0.51
C -5.303 6.502 -0.998  -0.34
C -6.141 7.105 -1.914  -0.01
C -7.514 7.093 -1.775  -0.33
C -8.060 6.457 -0.672  -0.34
N -5.541 7.777 -3.081  1.01
O -4.329 7.731 -3.192  -0.62
O -6.286 8.330 -3.859  -0.60
H -7.671 5.356 1.125  0.40
H -5.215 5.391 0.828  0.41
H -4.233 6.531 -1.144  0.65
H -8.143 7.564 -2.516  0.45
H -9.133 6.433 -0.545  0.43
C -13.047 3.402 -2.754  -0.44
C -12.518 2.169 -3.114  -0.43
C -11.146 1.991 -3.177  -0.45
C -10.326 3.061 -2.870  -0.02
C -10.830 4.298 -2.515  0.00
C -12.203 4.465 -2.458  -0.50
N -8.866 2.876 -2.923  0.99
O -8.448 1.792 -3.278  -0.61
O -8.161 3.815 -2.608  -0.55
H -14.119 3.535 -2.705  0.38
H -13.176 1.343 -3.348  0.38
H -10.721 1.039 -3.458  0.45
H -10.160 5.114 -2.294  0.38
H -12.616 5.426 -2.185  0.39
C 6.675 5.588 -3.968  -0.49
C 5.600 4.717 -3.858  -0.43
C 5.714 3.561 -3.101  -0.40
C 6.911 3.308 -2.465  0.13
C 7.998 4.159 -2.561  -0.44
C 7.873 5.308 -3.322  -0.43
N 7.042 2.097 -1.646  0.99
O 6.093 1.330 -1.571  -0.57
O 8.092 1.916 -1.065  -0.59
H 6.580 6.489 -4.558  0.39
H 4.668 4.935 -4.360  0.44
H 4.884 2.877 -3.011  0.57
H 8.922 3.929 -2.052  0.46
H 8.710 5.986 -3.411  0.38

Output
Net charge: +1
Orbital gap in eV: 8.53

C5H8Br6Cl6 as an isolated structure, computed with the ωB97M-V functional and the def2-TZVPD basis.

Each line ends with the Löwdin spin population.
CARTESIAN COORDINATES (ANGSTROEM)
C 2.649 2.860 -2.846  0.00
Cl 3.244 3.122 -1.146  0.00
Cl 3.574 3.869 -4.021  0.00
H 2.839 1.803 -3.032  0.00
H 1.631 3.234 -2.950  0.00
C -0.320 0.577 2.987  0.00
Cl -1.575 -0.463 3.808  0.00
Cl -0.603 0.733 1.259  0.03
H -0.417 1.540 3.489  0.00
H 0.632 0.121 3.258  0.00
C -4.148 -0.830 0.599  0.00
Cl -5.214 -0.283 -0.673  0.00
Cl -4.607 -0.072 2.100  0.00
H -4.352 -1.900 0.656  0.00
H -3.077 -0.645 0.526  0.00
C 0.355 -0.262 -2.144  0.01
Br 1.779 -1.446 -2.736  0.31
Br -1.225 -1.428 -1.551  0.00
Br -0.109 1.148 -3.467  0.02
H 0.761 0.216 -1.252  0.00
C 1.513 -2.352 1.411  -0.01
Br 2.331 -4.067 0.638  0.09
Br 2.384 -0.750 0.664  0.49
Br 1.492 -2.446 3.296  0.07
H 0.462 -2.279 1.129  0.00

Output
Spin multiplicity: 2
Net charge: +1
Orbital gap (spin up / spin down) in eV: 8.03 / 2.87

An isolated ion of composition C6H17N2 and charge +2, computed with the ωB97M-V functional and the def2-TZVPD basis.

Each line ends with the Löwdin spin population.
CARTESIAN COORDINATES (ANGSTROEM)
N 1.368 -0.750 1.266  0.01
C 0.967 -0.077 -0.118  0.03
C -0.262 -0.910 -0.592  0.00
C -0.991 -0.247 -1.762  0.01
C 0.434 -2.169 -1.148  0.00
C 0.731 1.414 0.203  0.07
N -0.173 1.722 1.345  0.67
C -1.594 1.680 1.205  0.10
H 1.282 -0.130 2.077  0.00
H 2.350 -1.032 1.355  0.00
H 0.807 -1.608 1.339  0.00
H 1.893 -0.254 -0.686  0.00
H -0.868 -1.180 0.299  0.00
H -2.045 -0.440 -1.666  0.00
H -0.478 -0.438 -2.710  0.00
H -1.004 0.858 -1.680  0.00
H 1.123 -2.780 -0.564  0.00
H 0.784 -1.934 -2.140  0.00
H -0.387 -2.891 -1.362  0.00
H 1.667 1.942 0.378  0.00
H 0.119 1.932 -0.569  0.03
H 0.294 2.387 1.972  0.01
H -2.033 2.248 0.401  0.04
H -1.823 0.628 1.050  0.03
H -2.161 2.029 2.108  0.00

Output
Spin multiplicity: 2
Net charge: +2
Energy relative to the best compared isomer or geometry (same formula, charge and spin) in kcal per mole: 31.79
Orbital gap (spin up / spin down) in eV: 12.00 / 7.29

An isolated molecule of C19H21NO, computed with the ωB97M-V functional and the def2-TZVPD basis.

Each line ends with the Mulliken charge.
CARTESIAN COORDINATES (ANGSTROEM)
O 0.191 0.846 1.326  -0.65
C 0.078 -0.535 1.585  0.99
C 1.340 -1.330 1.134  -1.14
N 1.735 -1.285 -0.249  0.25
C 2.343 -0.068 -0.743  -0.96
C 1.438 0.793 -1.578  -1.16
C 0.268 0.381 -2.069  1.46
C -0.569 1.244 -2.917  0.11
C -1.959 1.215 -2.823  -0.31
C -2.739 2.029 -3.624  -0.71
C -2.146 2.881 -4.540  -0.40
C -0.766 2.914 -4.649  -0.68
C 0.014 2.104 -3.846  -0.34
C -0.249 -1.000 -1.758  -0.36
C 0.881 -1.902 -1.234  -1.33
C -0.091 -0.756 3.066  0.00
C -0.774 -1.872 3.533  -0.29
C -0.888 -2.105 4.891  -0.66
C -0.323 -1.223 5.797  -0.38
C 0.355 -0.108 5.337  -0.60
C 0.476 0.123 3.979  -0.43
H 0.313 0.970 0.375  0.40
H -0.805 -0.945 1.069  0.08
H 2.184 -0.965 1.727  0.31
H 1.174 -2.379 1.397  0.30
H 3.205 -0.351 -1.371  0.37
H 2.737 0.506 0.098  0.41
H 1.808 1.786 -1.790  0.38
H -2.439 0.564 -2.107  0.34
H -3.815 1.998 -3.532  0.39
H -2.756 3.514 -5.168  0.38
H -0.296 3.569 -5.368  0.39
H 1.089 2.121 -3.952  0.42
H -1.054 -0.934 -1.021  0.15
H -0.677 -1.441 -2.662  0.56
H 1.521 -2.176 -2.081  0.41
H 0.466 -2.820 -0.811  0.40
H -1.222 -2.560 2.828  0.36
H -1.422 -2.976 5.244  0.38
H -0.416 -1.404 6.858  0.38
H 0.794 0.585 6.040  0.38
H 0.995 0.994 3.611  0.40

Output
Energy relative to the best compared isomer or geometry (same formula, charge and spin) in kcal per mole: 43.00
Orbital gap in eV: 8.89
SMILES: O[C@@H](CN1CC=C(c2ccccc2)CC1)c1ccccc1